1.
C22H18F5HgN4O5Se | ωB97M-V/def2-TZVPD

```
56
Properties=species:S:1:pos:R:3:lowdin_spin:R:1
Hg 0.371 1.175 -0.140 0.033
C -0.014 -1.647 -2.473 0.000
C 1.165 -0.774 -2.892 0.000
N 1.917 -0.273 -1.761 0.001
C 2.789 -1.187 -1.058 0.000
C 2.061 -1.988 -0.001 0.000
C 2.354 -3.327 0.237 0.000
C 1.645 -3.997 1.220 0.000
C 0.651 -3.324 1.912 0.000
C 0.417 -1.989 1.606 0.000
C -0.682 -1.185 2.265 0.001
N -1.375 -0.362 1.296 0.013
C -2.332 -1.058 0.448 0.003
C -1.710 -1.812 -0.719 0.001
N -0.912 -0.949 -1.573 0.005
N 1.129 -1.344 0.688 0.000
H 0.362 -2.527 -1.942 0.000
H -0.514 -2.025 -3.379 0.000
H 0.792 0.103 -3.428 0.000
H 1.792 -1.350 -3.593 0.000
H 2.397 0.580 -2.010 0.000
H 3.541 -0.585 -0.541 0.000
H 3.314 -1.881 -1.733 0.000
H 3.115 -3.827 -0.349 0.000
H 1.850 -5.040 1.428 0.000
H 0.048 -3.821 2.661 0.000
H -0.218 -0.512 2.991 0.000
H -1.357 -1.855 2.817 0.000
H -1.879 0.368 1.785 0.002
H -3.013 -0.306 0.059 0.001
H -2.944 -1.763 1.030 0.001
H -2.528 -2.311 -1.264 0.000
H -1.056 -2.608 -0.354 0.000
H -1.497 -0.279 -2.061 0.001
O 6.312 3.702 -0.740 -0.001
C 5.218 3.173 -0.706 0.000
C 4.136 3.290 -1.748 0.000
O 4.261 3.778 -2.862 0.000
C 2.936 2.662 -1.171 0.001
C 3.279 2.048 0.079 0.001
O 2.476 1.364 0.794 0.011
C 4.697 2.264 0.375 0.000
O 5.354 1.787 1.291 0.000
O 1.796 2.584 -1.710 0.011
F -5.888 3.324 2.752 0.016
C -4.980 2.461 2.128 0.042
C -5.324 2.129 0.739 0.270
F -6.546 1.708 0.368 0.072
C -4.219 2.108 -0.062 0.015
F -4.242 1.686 -1.347 -0.020
C -3.059 2.464 0.640 0.349
Se -1.440 3.007 -0.150 0.063
C -3.472 2.639 2.065 0.041
F -2.822 3.663 2.725 0.003
C -4.113 1.593 2.944 0.058
F -4.043 0.248 2.426 0.004
```

Calculated values
Maximum force: 0.3 eV/A
Total charge: -2
Energy relative to the best compared isomer or geometry (same formula, charge and spin): 0.0 kJ/mol
E_tot: -122409.859 eV
E_LUMO (alpha / beta): 3.94 / 3.93 eV
Spin multiplicity: 2
HOMO (alpha / beta): -1.72 / -1.85 eV

2.
C22H18N5Se2V | ωB97M-V/def2-TZVPD

```
48
Properties=species:S:1:pos:R:3:lowdin_spin:R:1
V -0.569 -1.533 0.466 1.979
C 3.453 0.596 1.518 0.001
N 3.095 0.489 0.101 -0.001
C 2.468 -0.530 -0.487 0.006
Se 1.873 -2.129 0.287 0.015
N 2.319 -0.224 -1.779 0.000
C 2.831 1.048 -2.047 0.000
C 2.884 1.808 -3.204 0.000
C 3.465 3.059 -3.092 0.000
C 3.971 3.524 -1.864 0.000
C 3.913 2.752 -0.717 0.000
C 3.331 1.500 -0.844 0.000
H 3.228 -0.348 1.997 0.001
H 2.858 1.388 1.968 0.000
H 4.516 0.814 1.603 0.000
H 1.838 -0.842 -2.412 0.000
H 2.485 1.447 -4.145 0.000
H 3.531 3.692 -3.968 0.000
H 4.410 4.512 -1.816 0.000
H 4.291 3.113 0.232 0.000
C 0.332 3.180 1.262 0.021
C 0.018 2.315 2.302 -0.004
C -0.315 0.989 2.029 0.014
C -0.361 0.475 0.718 -0.042
C -0.071 1.394 -0.313 0.013
C 0.279 2.716 -0.051 -0.004
H 0.599 4.211 1.469 0.001
H 0.032 2.672 3.326 -0.001
H -0.556 0.342 2.866 0.000
H -0.139 1.071 -1.346 0.001
H 0.500 3.392 -0.871 -0.001
Se -1.475 -2.086 -1.650 -0.046
C -3.169 -1.970 -0.735 0.004
C -3.614 -0.763 -0.204 -0.001
C -4.777 -0.718 0.567 0.000
C -5.502 -1.874 0.795 -0.001
C -5.067 -3.081 0.246 0.000
C -3.907 -3.135 -0.512 0.001
H -3.059 0.141 -0.399 0.000
H -5.110 0.226 0.981 0.000
H -6.402 -1.843 1.397 0.000
H -5.628 -3.991 0.419 0.000
H -3.561 -4.081 -0.912 0.000
N -1.166 -2.624 1.955 0.010
C -1.465 -3.778 1.871 0.017
N -1.777 -4.976 1.895 0.010
C -2.220 -5.788 0.937 0.001
N -2.608 -6.551 0.161 0.004
```

Calculated values
Maximum force: 1.1 eV/A
Total charge: 0
Energy relative to the best compared isomer or geometry (same formula, charge and spin): 11.8 kJ/mol
E_tot: -186937.083 eV
E_LUMO (alpha / beta): -0.32 / -0.26 eV
Spin multiplicity: 3
HOMO (alpha / beta): -8.13 / -8.38 eV

3.
C22H18N6O3S2 | ωB97M-V/def2-TZVPD

```
51
Properties=species:S:1:pos:R:3:nbo_charge:R:1
C 0.869 0.819 6.435 -0.251
O 0.233 0.703 5.186 -0.508
C 0.861 0.006 4.188 0.236
C 2.106 -0.599 4.345 -0.285
C 2.733 -1.256 3.305 -0.161
C 2.113 -1.330 2.064 -0.100
C 2.760 -1.984 0.950 0.296
N 3.660 -2.945 1.025 -0.241
N 4.012 -3.333 -0.191 -0.263
C 3.335 -2.612 -1.058 0.240
C 3.287 -2.595 -2.466 -0.145
C 2.482 -1.671 -3.056 -0.264
C 1.754 -0.761 -2.234 0.046
S 0.786 0.473 -3.026 0.304
C 0.984 1.912 -1.923 -0.628
C 0.681 1.680 -0.465 0.705
O 1.509 1.846 0.398 -0.567
N -0.606 1.331 -0.132 -0.663
C -1.705 1.234 -0.924 0.313
N -1.800 1.554 -2.158 -0.503
C -3.056 1.343 -2.651 0.086
C -3.465 1.586 -3.957 -0.200
C -4.776 1.328 -4.302 -0.211
C -5.681 0.833 -3.367 -0.218
C -5.295 0.581 -2.064 -0.244
C -3.982 0.837 -1.713 -0.138
S -3.199 0.622 -0.170 0.313
N 1.745 -0.798 -0.934 -0.255
N 2.516 -1.720 -0.367 -0.153
C 0.849 -0.776 1.910 -0.221
C 0.218 -0.101 2.943 0.316
O -1.000 0.433 2.593 -0.547
C -1.923 0.865 3.572 -0.239
H 1.018 -0.158 6.905 0.179
H 1.829 1.338 6.352 0.181
H 0.192 1.413 7.048 0.201
H 2.611 -0.542 5.295 0.223
H 3.703 -1.705 3.441 0.234
H 3.889 -3.295 -3.021 0.243
H 2.389 -1.582 -4.126 0.237
H 0.293 2.645 -2.341 0.278
H 2.015 2.255 -2.011 0.250
H -0.748 1.124 0.860 0.450
H -2.753 1.967 -4.670 0.223
H -5.107 1.513 -5.313 0.216
H -6.702 0.640 -3.663 0.216
H -5.993 0.195 -1.338 0.219
H 0.331 -0.867 0.970 0.234
H -1.593 1.784 4.059 0.192
H -2.849 1.049 3.027 0.189
H -2.093 0.095 4.326 0.186
```

Calculated values
Maximum force: 1.5 eV/A
Total charge: 0
E_tot: -59858.770 eV
E_LUMO: -0.06 eV
Spin multiplicity: 1
SMILES string: COc1ccc(-c2nnc3ccc(SCC(=O)Nc4nc5ccccc5s4)nn23)cc1OC
HOMO: -7.96 eV